An isolated ion of composition C2H3FNO3 and charge -1 in a non-equilibrium geometry. Source: OMol25; level of theory: the ωB97M-V functional and the def2-TZVPD basis.

The geometry in XYZ format:
```
10
Properties=species:S:1:pos:R:3:forces:R:3:nbo_charge:R:1
C 1.9485 0.2640 0.1183 -1.7 -0.3 0.9 0.7539
C 0.2896 0.0319 0.3197 -0.9 0.2 -3.0 0.3441
N -1.9056 0.0099 -0.7943 -0.2 -0.1 -0.6 -0.5492
O 2.3795 1.0847 0.9294 0.1 0.5 0.2 -0.7517
O 2.4791 -0.4760 -0.6950 0.0 -0.2 -0.5 -0.7228
O -0.4950 0.2682 -1.0363 0.1 -1.5 2.8 -0.4242
F -0.0126 -1.2508 0.7088 0.4 -0.5 -0.1 -0.3851
H -0.3228 0.6215 0.9939 0.6 0.7 0.4 0.1041
H -2.1408 0.4215 0.0906 0.1 0.7 0.5 0.3075
H -2.2198 -0.9749 -0.6350 1.6 0.5 -0.5 0.3235
```
Positions in Å, forces in eV/Å.

As for the net charge: -1. As for the structure (SMILES): NO[C@@H](F)C(=O)[O-]. The value obtained for the maximum force is 3.14 eV/Å. For the total energy, the calculation gives -12471.8743 eV.

One molecule with the formula C4H6O2. Source: OMol25; level of theory: the ωB97M-V functional and the def2-TZVPD basis.

The geometry in XYZ format:
```
12
Properties=species:S:1:pos:R:3:forces:R:3:nbo_charge:R:1
O -1.3828 0.4806 1.9221 0.0 -0.4 -0.3 -0.5187
C -1.3707 -0.4894 1.2018 0.0 0.3 0.2 0.4468
C -0.6531 -0.5559 -0.1240 0.1 0.0 0.0 -0.5425
C 0.2374 0.6331 -0.3883 -0.2 0.0 0.2 0.0516
C 1.6843 0.4880 -0.5516 0.2 0.0 0.2 -0.1058
O 0.8355 0.6674 -1.6753 0.0 0.0 -0.3 -0.4881
H -1.9258 -1.4091 1.4845 0.0 0.1 0.0 0.1099
H -1.4223 -0.6182 -0.9080 0.0 0.0 0.1 0.2476
H -0.0949 -1.4993 -0.1848 -0.1 0.1 0.0 0.2317
H -0.1504 1.5896 -0.0393 0.1 -0.2 -0.1 0.2041
H 2.3483 1.3212 -0.3249 -0.1 -0.1 0.0 0.1869
H 2.1329 -0.5023 -0.4653 -0.1 0.1 0.0 0.1764
```
Positions in Å, forces in eV/Å.

As for the structure (SMILES): O=CC[C@H]1CO1. The value obtained for the maximum force is 0.53 eV/Å. For the total energy, the calculation gives -8338.5029 eV.

C20H31AlAsN2O5Si2 as an isolated structure in a non-equilibrium geometry. Source: OMol25; level of theory: the ωB97M-V functional and the def2-TZVPD basis.

The geometry in XYZ format:
```
62
Properties=species:S:1:pos:R:3:forces:R:3:nbo_charge:R:1
Al -0.1726 0.3125 0.4493 -0.5 -1.5 -0.4 1.7819
O -4.9612 -0.6395 1.9194 1.0 -0.9 0.6 -0.6796
C -3.7553 -0.4777 1.3135 -0.3 0.9 0.2 0.7918
O -2.7189 -1.0448 1.5382 -0.9 -0.1 0.1 -0.5693
C -3.9214 0.7151 0.3446 -1.0 -1.2 0.0 -0.1979
O -2.6945 1.1464 -0.1610 -1.1 -0.9 -0.9 -0.5287
C -2.0368 2.2331 0.3881 1.3 -1.5 -0.1 0.3498
C -1.7299 1.8012 1.9145 0.5 1.6 -0.6 0.7782
O -2.3303 2.4010 2.7631 0.1 -0.9 0.3 -0.5465
O -0.7938 0.8630 2.0248 -0.8 1.0 -0.3 -0.8976
H -4.8934 -1.2647 2.6861 0.0 0.5 -0.9 0.5138
H -4.5384 1.4231 0.9091 0.5 0.4 -0.3 0.2307
H -4.5390 0.3708 -0.5125 0.4 0.2 0.5 0.2420
H -3.7057 3.5295 0.4107 -0.2 -0.3 -0.1 0.2541
H -0.9560 1.9258 -1.3931 0.0 0.3 0.9 0.4489
C 3.8941 0.8208 -0.1938 2.9 -1.2 1.0 -0.2588
C 3.9830 2.1114 -0.6195 -1.7 0.7 -0.7 -0.0748
C 2.7757 2.8328 -0.7054 1.5 -1.1 0.5 -0.2265
C 1.6549 2.2509 -0.2357 -1.2 -2.0 1.1 0.2092
N 1.6476 0.9244 0.2712 -0.9 2.4 -0.7 -0.6678
C 2.7599 0.2237 0.2944 -0.4 1.1 -0.6 0.1248
C 0.3462 2.9337 -0.0750 0.3 0.5 0.4 0.0540
C 0.3307 4.0962 0.6273 0.9 -0.7 -0.7 -0.1321
C -0.7632 4.8144 1.2100 -0.7 -0.3 -0.9 -0.2734
C -2.0469 4.6167 0.8961 0.5 0.1 -0.1 -0.0502
C -2.6769 3.5318 0.0605 -0.2 0.9 2.1 -0.5085
N -0.7749 2.0457 -0.3736 1.1 0.3 0.3 -0.7886
H 4.8238 0.2587 -0.0608 -0.3 0.1 -0.4 0.2450
H 4.8762 2.5856 -0.9887 0.3 -0.2 0.1 0.2463
H 2.7634 3.8041 -1.0832 -0.1 1.4 -0.6 0.2425
H 2.7146 -0.7804 0.6533 0.0 -0.5 0.2 0.2405
H 1.3134 4.5750 0.8109 -0.5 -0.7 -0.1 0.2371
H -0.4568 5.5652 1.9058 -0.2 0.5 0.3 0.2390
H -2.7565 5.2352 1.3694 -0.7 0.7 0.6 0.2198
H -2.7186 3.7105 -0.9918 0.3 0.1 -0.8 0.2506
C 0.5456 -2.3286 2.7278 0.3 -0.4 -0.1 -1.1393
Si 0.0204 -3.2131 1.1446 0.9 -0.4 -1.1 1.4569
C -1.5176 -4.2197 1.5397 1.1 0.8 0.4 -1.1189
C 1.4679 -4.4135 0.6439 -1.4 0.8 0.3 -1.0969
As -0.5161 -1.7739 -0.7617 -0.2 0.4 1.1 -0.7673
Si 1.1857 -1.5556 -2.3291 1.3 -1.2 -1.0 1.3406
C 0.4910 -2.3546 -3.9417 2.5 0.5 -0.2 -1.0944
C 2.8878 -2.4571 -1.9713 -1.0 0.3 1.0 -1.0814
C 1.2830 0.2777 -2.8551 1.4 -0.9 0.2 -1.0983
H 0.5459 -3.1117 3.5448 0.5 0.9 -0.8 0.2612
H -0.1808 -1.5850 3.0256 -0.3 0.3 0.1 0.2555
H 1.5252 -1.8066 2.5677 -0.6 -0.7 0.5 0.2245
H -1.1890 -4.8089 2.3999 -0.3 -0.3 0.0 0.2375
H -1.8656 -4.8431 0.7357 -0.2 -0.2 -0.2 0.2506
H -2.2543 -3.4949 1.8730 -0.3 -0.1 0.0 0.2516
H 1.4241 -4.9992 1.5611 0.7 -0.4 0.1 0.2327
H 2.4593 -3.9595 0.4646 -0.6 -0.4 0.1 0.2376
H 1.1209 -5.0733 -0.1627 0.4 0.3 0.0 0.2428
H 0.5745 -3.4227 -4.0151 -0.3 -0.6 0.5 0.2458
H 0.9984 -2.0416 -4.9005 -0.4 0.3 1.1 0.2417
H -0.4976 -2.0189 -3.9328 -1.9 0.2 -0.5 0.2261
H 2.7077 -3.5328 -1.7916 -0.1 0.5 -0.2 0.2499
H 3.3214 -2.0738 -1.0295 0.1 -0.2 -0.5 0.2038
H 3.6253 -2.3930 -2.7601 0.1 0.3 -0.3 0.2457
H 0.8324 1.0511 -2.2671 -0.1 0.3 0.3 0.1914
H 0.7347 0.1482 -3.7540 -0.5 0.5 -1.1 0.2513
H 2.3272 0.5530 -3.1226 -0.7 0.0 0.2 0.2493
```
Positions in Å, forces in eV/Å.

As for the net charge: +1. The value obtained for the maximum force is 3.35 eV/Å. For the total energy, the calculation gives -117649.9784 eV.

C15H8Br4Cl6GeO5OsS as an isolated structure. Source: OMol25; level of theory: the ωB97M-V functional and the def2-TZVPD basis.

The geometry in XYZ format:
```
41
Properties=species:S:1:pos:R:3:forces:R:3:nbo_charge:R:1
Os -0.3952 -0.5053 -0.8217 -0.2 0.4 -0.1 1.1741
Br -2.2363 -5.6837 3.4356 0.0 0.0 0.0 0.1918
C -1.8501 -4.0172 2.6874 0.1 0.0 -0.1 -0.1383
C -2.1823 -2.8172 3.4074 0.0 0.2 -0.1 -0.0853
Br -2.9868 -2.9372 5.0762 0.0 0.0 0.0 0.2184
C -1.9125 -1.5616 2.8732 -0.1 -0.2 0.3 -0.2257
Br -2.2970 0.0448 3.7560 0.0 0.0 0.0 0.1562
C -1.3236 -1.4888 1.6194 0.2 0.2 -0.3 0.3613
O -1.0019 -0.3607 1.0278 -0.3 -0.3 0.4 -0.5947
C -0.9853 -2.6753 0.8890 -0.1 -0.1 0.2 0.3234
O -0.4293 -2.5044 -0.2469 0.1 0.4 -0.1 -0.5376
C -1.2531 -3.9500 1.4537 0.0 -0.1 0.0 -0.1710
Br -0.7820 -5.4415 0.4373 0.0 0.0 0.0 0.1805
Cl -2.7306 3.4097 0.3177 0.0 0.0 0.0 0.0664
C -2.7056 2.7220 -1.3200 0.1 0.0 -0.1 -0.2190
Cl -4.3206 2.2902 -1.8372 0.0 0.0 0.0 0.1043
Cl -1.9662 3.8535 -2.4504 0.0 0.0 0.0 0.0782
C -1.8314 1.4770 -1.2033 -0.1 0.1 0.0 0.7546
O -2.3294 0.3458 -0.9547 0.1 -0.1 0.0 -0.5757
O -0.5743 1.5451 -1.2905 0.2 -0.3 0.0 -0.6297
C 3.9366 -0.8274 -0.9655 0.0 -0.1 0.0 -0.7927
S 2.6101 0.0912 -1.7152 0.0 -0.1 0.1 1.2753
O 1.4170 -0.9118 -1.4197 0.2 -0.1 -0.3 -0.8566
C 2.3788 1.4532 -0.6340 -0.1 0.1 0.0 -0.3312
C 2.3655 2.7074 -1.2292 0.0 0.0 0.0 -0.1604
C 2.0742 3.8142 -0.4462 0.0 0.0 0.0 -0.1882
C 1.7721 3.6457 0.8960 0.0 0.0 0.0 -0.1457
C 1.7723 2.3796 1.4767 0.0 0.0 0.0 -0.2052
C 2.0846 1.2702 0.7155 0.0 0.0 0.0 -0.1582
H 3.7032 -1.0286 0.0774 0.0 0.0 0.0 0.2520
H 4.8474 -0.2377 -1.0592 0.0 0.0 0.0 0.2664
H 4.0233 -1.7535 -1.5308 0.0 0.0 0.0 0.2716
H 2.5628 2.8121 -2.2886 0.0 0.0 0.0 0.2408
H 2.0632 4.7999 -0.8897 0.0 0.0 0.0 0.2412
H 1.5265 4.5076 1.5019 0.0 0.0 0.0 0.2378
H 1.5301 2.2630 2.5241 0.0 0.0 0.0 0.2390
H 2.0753 0.2815 1.1603 0.0 0.0 0.0 0.2197
Cl -2.0269 0.0122 -4.1553 0.0 0.0 0.0 -0.3628
Ge -1.4351 -1.5400 -2.8067 0.1 0.1 0.1 1.2185
Cl -3.1300 -2.6807 -2.2432 0.0 0.0 0.0 -0.3432
Cl -0.0573 -2.8033 -3.8246 0.0 0.0 0.0 -0.3506
```
Positions in Å, forces in eV/Å.

As for the net charge: +1. As for the expectation value of S²: 0.80. As for the multiplicity: 2. The value obtained for the maximum force is 0.57 eV/Å. For the total energy, the calculation gives -451041.0666 eV.

Which value of maximum force does entry 4 give? 0.57 eV/Å

Which formula does entry 1 have? C2H3FNO3

What is the formula in the first record? C2H3FNO3